[1]
This record from the OMol25 dataset describes C48H57N4PTi as an isolated structure. The level of theory is the ωB97M-V functional and the def2-TZVPD basis.

Each line ends with the Löwdin spin population.
Positions of all 111 atoms, in Å:
C  1.42  -0.89  3.20  0.000
C  -2.37  -1.96  -3.92  0.000
H  -4.90  -2.08  2.66  0.000
C  3.80  0.07  0.35  0.001
C  -0.13  -1.81  -3.05  0.000
C  -1.46  -1.39  -3.03  0.001
C  -0.81  3.98  1.94  0.001
H  4.41  -0.25  -0.50  0.000
C  -2.68  3.76  -1.36  0.029
H  1.29  -3.16  -3.93  0.000
C  -1.72  2.80  -1.22  0.173
H  -2.51  4.56  -2.08  -0.003
H  -1.62  -1.50  5.30  0.000
C  3.88  2.42  2.91  0.000
H  4.94  1.80  0.80  0.000
C  1.13  2.74  2.98  0.002
H  -3.10  -3.56  -1.31  0.000
C  3.21  1.53  -5.40  0.000
C  0.31  -1.84  3.59  0.000
H  3.55  3.45  -0.43  0.000
H  2.39  -1.32  3.48  0.000
H  3.87  0.07  -2.42  0.000
C  -1.97  -2.95  -4.80  0.000
C  0.60  -3.26  3.09  0.000
H  4.98  1.37  -4.18  0.000
H  -4.79  -1.80  -1.27  0.000
C  3.89  1.57  0.58  0.000
H  4.14  -0.48  1.23  0.000
C  3.27  -2.66  -2.34  0.000
H  -4.32  -3.13  0.80  0.000
C  -2.61  -3.21  -0.40  0.000
H  -1.72  -2.66  -0.67  0.000
C  -3.86  3.74  -0.61  0.253
C  2.80  -3.79  0.15  0.000
H  -1.67  -0.64  -1.15  0.001
C  1.24  0.46  -4.52  0.001
C  -1.64  -1.44  1.90  0.000
C  -3.59  -2.40  0.44  0.000
H  -5.85  4.37  -1.21  0.017
C  1.86  1.21  -5.51  0.000
C  -3.40  -1.61  4.11  0.000
H  1.33  0.07  3.71  0.000
C  -4.94  4.77  -0.75  0.047
H  -4.60  5.60  -1.36  0.000
H  -2.69  -3.39  -5.48  0.000
H  3.90  3.25  4.90  0.000
H  -0.27  4.94  1.97  0.000
C  2.00  -2.75  -0.30  0.000
H  -5.24  5.18  0.22  0.011
H  3.46  -2.23  -3.31  0.000
H  -3.10  0.88  1.09  0.004
H  0.51  -3.30  2.01  0.000
H  -1.09  1.12  2.48  0.000
Ti  -0.22  0.49  0.02  0.060
C  -1.23  1.85  3.27  0.002
C  0.25  -2.83  -3.92  0.000
H  1.19  -2.36  0.32  0.000
H  -0.34  -4.19  -5.46  0.000
C  3.52  2.38  -0.66  0.000
H  2.77  -0.22  0.17  0.000
H  1.60  -3.58  3.37  0.000
N  -1.82  -0.38  -2.15  0.009
C  1.71  2.09  1.86  0.002
H  4.46  -5.07  -0.29  0.000
C  2.23  -2.17  -1.55  0.000
C  -0.35  3.08  3.08  0.000
C  -1.14  -1.51  3.23  0.000
H  -0.12  -3.97  3.49  0.000
H  2.61  -4.22  1.12  0.000
H  0.31  -1.89  4.68  0.000
C  3.12  2.02  1.81  0.001
C  3.84  -4.26  -0.64  0.000
C  -4.39  -1.36  -0.35  0.003
H  3.70  2.11  -6.17  0.000
N  0.94  1.52  0.88  0.010
H  -0.61  3.53  0.97  0.002
H  -0.99  1.35  4.21  0.000
C  -3.99  2.63  0.28  0.043
H  -3.41  -1.63  -3.90  0.000
C  3.30  2.95  4.05  0.002
C  4.07  -3.69  -1.89  0.000
P  1.08  -0.85  -2.07  0.002
H  -3.80  -0.49  -0.60  0.002
H  -4.88  2.51  0.88  0.002
H  4.96  2.33  2.84  0.000
H  -1.88  4.18  2.00  0.000
H  -0.44  3.67  4.00  0.000
H  -2.29  2.12  3.29  0.001
H  -2.77  -0.03  -2.25  0.001
C  3.93  1.11  -4.29  0.000
C  -2.99  -1.84  1.73  0.000
C  3.30  0.37  -3.29  0.000
C  1.96  0.03  -3.41  0.001
H  4.88  -4.06  -2.51  0.000
H  1.43  -0.68  2.13  0.000
H  1.44  3.60  4.90  0.000
H  -4.08  -1.58  4.95  0.000
C  -2.03  -1.52  4.30  0.000
H  0.19  0.21  -4.62  0.000
H  -0.81  2.83  -1.82  0.014
C  1.93  3.13  4.04  0.000
C  -3.00  1.70  0.39  0.101
C  -3.85  -1.84  2.83  0.000
N  -0.88  -0.97  0.84  -0.003
H  2.52  2.14  -1.01  0.000
N  -1.82  1.75  -0.32  0.205
H  -5.24  -1.00  0.24  0.001
C  -0.65  -3.41  -4.79  0.000
H  4.24  2.19  -1.46  0.000
H  -2.27  -4.08  0.17  0.000
H  1.29  1.54  -6.36  0.000

Computed properties:
Kohn-Sham gap (spin up / spin down) ... 0.152 / 0.238 Ha
Spin multiplicity ... 2
Expectation value of S² ... 0.768
Total charge ... -1
Electronic energy ... -3273.19718 hartree
E_HOMO (spin up / spin down) ... -0.0644 / -0.1501 hartree
Energy relative to the best compared isomer or geometry (same formula, charge and spin) ... 32.1 kcal per mole
LUMO (spin up / spin down) ... 2.39 / 2.38 eV

=====

[2]
This record from the OMol25 dataset describes a 40-piece molecular cluster, H80O40 overall. The level of theory is the ωB97M-V functional and the def2-TZVPD basis.

Each line ends with the Löwdin charge.
Positions of all 120 atoms, in Å:
O  -0.81  -2.64  -1.36  -0.025
O  3.78  2.25  0.32  -0.001
H  -1.51  1.97  1.58  0.008
O  -2.65  3.71  -2.86  -0.078
O  -4.78  -3.73  0.47  -0.050
H  1.49  1.54  -3.36  0.042
H  2.89  0.61  2.20  0.021
H  4.42  1.74  -5.15  0.072
H  2.07  1.83  1.68  0.011
O  1.97  -4.16  -1.53  -0.024
O  0.08  -4.08  1.62  -0.053
H  -0.87  -3.93  1.42  0.040
H  -2.09  -2.41  -4.98  0.074
H  1.17  -4.44  -2.02  0.008
H  -5.81  1.28  0.25  0.036
H  2.50  1.67  5.14  0.016
O  -5.03  -0.69  0.72  -0.057
O  4.73  -0.66  -1.39  -0.052
O  1.22  1.10  -4.18  -0.078
H  -4.07  -4.40  0.49  0.010
O  -1.98  1.08  -1.47  -0.020
H  -0.04  -3.22  -1.28  0.012
H  -2.64  -0.35  -4.03  0.014
H  -0.45  -1.75  -1.30  0.026
O  3.50  -1.01  1.39  -0.061
H  -5.44  3.84  -0.64  -0.027
O  0.06  4.87  2.91  -0.059
O  4.77  -3.18  3.41  -0.120
H  5.33  2.01  2.33  0.053
H  3.39  -1.15  0.45  -0.007
H  -2.78  0.49  -5.37  0.056
O  2.31  1.87  6.06  -0.052
H  6.15  -2.92  -0.34  0.057
H  -0.14  -1.41  3.43  0.047
O  5.20  2.15  3.33  -0.122
O  5.58  -2.48  0.32  -0.079
O  -5.55  2.19  0.50  -0.062
O  -2.99  -0.66  2.76  -0.087
H  4.58  0.03  -0.70  0.021
H  4.27  2.42  3.07  0.013
H  2.59  4.18  4.58  0.030
H  3.95  -3.67  3.17  0.036
O  -4.09  4.38  0.85  -0.046
O  3.52  2.05  -4.98  -0.035
H  4.29  -2.73  4.20  0.082
O  0.39  -0.70  3.81  -0.036
H  -2.66  2.76  -2.58  0.007
H  -0.66  1.50  6.62  0.048
H  -0.09  -0.20  4.46  0.029
H  1.34  -2.04  -1.46  0.006
H  -1.49  -0.32  1.46  0.016
O  2.65  4.98  4.03  -0.054
H  -6.26  2.76  0.80  0.067
H  -0.93  -4.92  -3.79  0.061
O  -6.41  -0.56  -1.30  -0.074
H  -4.01  2.25  1.81  0.040
H  1.72  5.19  4.00  -0.024
H  -3.88  4.66  1.75  0.065
O  1.10  1.06  -0.62  -0.075
H  -3.08  3.28  2.25  0.020
O  -0.57  1.80  1.46  -0.047
H  1.96  -0.38  -3.51  0.014
H  -4.59  -1.51  0.83  -0.004
O  2.42  -2.45  3.40  -0.081
H  3.18  -1.55  -4.90  -0.003
H  1.47  1.45  6.28  0.000
H  -5.44  -0.31  -1.38  0.064
H  -1.47  0.87  -2.25  0.036
H  -3.59  3.89  -2.94  0.008
H  -2.51  -2.27  -3.32  -0.006
H  -1.74  -5.85  -0.49  0.061
O  -5.57  3.74  -1.58  -0.081
H  2.77  -4.48  -1.94  0.057
O  -2.73  -5.87  -0.36  -0.082
H  -3.94  5.14  0.30  0.067
H  3.89  1.55  -0.32  0.020
H  -2.98  -5.78  -1.30  0.053
O  3.50  -1.18  -5.75  -0.087
H  1.40  1.16  0.29  0.002
H  2.86  5.96  -2.21  0.045
H  -1.64  0.76  -0.63  0.010
H  -0.52  -2.38  -4.57  0.063
H  3.68  -0.31  -5.40  -0.022
O  2.58  -1.13  -3.33  -0.107
O  -3.45  -2.56  -3.18  -0.091
H  -3.49  -0.01  3.29  0.054
H  -0.41  -4.08  -2.65  -0.027
H  1.68  -2.43  2.79  0.028
O  -1.32  -2.92  -4.58  -0.084
H  -3.65  -1.37  3.00  0.084
O  1.78  -1.43  -0.85  -0.083
H  0.21  4.31  2.14  0.028
O  -0.69  2.08  5.83  -0.075
O  -1.52  -1.23  1.07  -0.094
H  -0.50  2.95  6.26  0.070
H  -5.45  -4.33  0.14  0.045
H  -0.04  1.62  2.26  0.051
H  2.32  -1.56  3.75  0.039
H  1.15  -0.72  -1.12  0.036
H  -3.18  -2.70  -2.25  0.029
H  -6.41  -0.99  -2.16  0.049
H  5.69  -3.15  1.05  0.061
O  2.33  1.37  2.50  -0.081
H  0.16  1.49  -0.56  0.073
O  -0.53  -5.00  -2.90  -0.060
H  2.01  1.07  -4.78  0.021
H  0.04  -4.09  2.59  0.031
H  -5.97  -0.70  0.58  0.022
H  3.65  3.09  -0.11  0.042
H  3.43  2.89  -5.43  0.067
O  3.65  5.44  -1.98  -0.056
H  0.60  5.69  2.91  0.052
H  2.61  -1.44  -2.38  0.021
H  -5.13  2.88  -1.84  0.059
H  3.50  5.12  -1.09  0.016
H  -2.33  -0.84  0.67  0.031
H  5.66  -0.83  -1.17  0.048
H  4.03  -1.66  1.89  0.037
O  -3.22  2.33  2.41  -0.072
O  -2.77  -0.39  -4.98  -0.039

Computed properties:
Kohn-Sham gap ... 0.363 Ha
Spin multiplicity ... 1
Electronic energy ... -3057.37388 hartree
E_HOMO ... -0.3796 hartree
Energy relative to the best compared isomer or geometry (same formula, charge and spin) ... 240.6 kcal per mole
LUMO ... -0.45 eV